[1]
Formula: C4H6N2O
Source: the OMol25 dataset
Level of theory: wB97M-V/def2-TZVPD

```
! RIJCOSX wB97M-V def2-TZVPD def2/J DEFGRID3
* xyz 0 1
C 1.3845 1.2656 -0.3628
C 2.0276 -0.7123 0.3593
C 0.2822 0.4280 -0.2492
C -1.8817 0.0816 -0.4272
N 2.4602 0.5553 0.0877
N 0.6919 -0.7919 0.1403
O -2.3394 -0.4511 0.7832
H 1.3220 2.2817 -0.7211
H 2.6746 -1.5618 0.4802
H -2.4386 0.9465 -0.8740
H -1.6867 -0.7487 -0.9616
H 0.0708 -1.5092 0.3713
H -2.5674 0.2162 1.3739
*
```

Properties
Electronic energy: -9269.4480 eV
LUMO: 0.57 eV
Kohn-Sham gap: 8.9 eV
ΔE to the lowest compared entry with this formula, charge and spin: 4.054 eV

Löwdin atomic charge list, values in e, 5 entries: -0.180 -0.186 -0.095 -0.034 0.024


[2]
Formula: C40H51Cl3GeKN5O2P
Source: the OMol25 dataset
Level of theory: wB97M-V/def2-TZVPD

```
! RIJCOSX wB97M-V def2-TZVPD def2/J DEFGRID3
* xyz 0 2
K -0.9978 -0.7773 1.9239
C 1.8199 0.7209 4.2597
N 1.2661 0.9433 2.9355
C 2.1800 0.6192 1.8498
C 2.9053 -0.7292 1.9307
C 2.0396 -1.9556 2.1908
N 1.0860 -2.1652 1.0973
C 0.3249 -3.1788 1.1751
C -0.8730 -3.4078 0.3341
C -1.3008 -4.7441 0.3231
C -2.3604 -5.2124 -0.4275
C -3.0609 -4.3009 -1.2052
C -2.6998 -2.9684 -1.2072
C -1.6274 -2.4634 -0.4461
O -1.3690 -1.1555 -0.5294
C 0.8218 2.3310 2.7847
C -0.2620 2.8434 3.7405
C -1.6841 2.3769 3.4287
N -1.8032 0.9689 3.6895
C -2.6803 0.5264 4.5011
C -2.8702 -0.8499 4.9348
C -4.0125 -1.0893 5.7224
C -4.3506 -2.3191 6.2349
C -3.4932 -3.3959 5.9754
C -2.3499 -3.2209 5.2393
C -1.9631 -1.9567 4.6819
O -0.8651 -1.8664 4.0414
H 2.5712 1.4849 4.5294
H 2.2911 -0.2563 4.3262
H 1.0189 0.7334 4.9962
H 2.9644 1.3928 1.7187
H 1.6009 0.6522 0.9180
H 3.6840 -0.6849 2.6966
H 3.4329 -0.8571 0.9788
H 1.4850 -1.8155 3.1274
H 2.6731 -2.8432 2.2994
H 0.4823 -3.9363 1.9541
H -0.7503 -5.4438 0.9440
H -2.6415 -6.2560 -0.3878
H -3.9114 -4.6198 -1.7972
H -3.2818 -2.2650 -1.7850
H 0.4799 2.4657 1.7497
H 1.7000 2.9952 2.8955
H -0.2365 3.9357 3.6688
H -0.0086 2.6040 4.7756
H -1.8549 2.5706 2.3642
H -2.4259 2.9732 3.9825
H -3.3826 1.2412 4.9647
H -4.6627 -0.2413 5.9255
H -5.2483 -2.4444 6.8258
H -3.7295 -4.3805 6.3663
H -1.6776 -4.0497 5.0472
C 1.1443 -3.1246 -4.8967
C 0.4836 -3.5195 -3.5480
N 0.3542 -2.3541 -2.7033
C 1.6422 -1.7698 -2.3860
C 2.3224 -1.2908 -3.6963
N 1.3923 -1.6404 -4.8373
C 0.0831 -0.9041 -4.6763
C -0.5171 -1.3650 -3.3282
H 0.5055 -3.2985 -5.7606
H 2.1077 -3.6024 -5.0664
H 1.0931 -4.2654 -3.0390
H -0.5034 -3.9516 -3.7118
H 2.2602 -2.5051 -1.8717
H 1.4925 -0.9340 -1.7023
H 3.2748 -1.7775 -3.9034
H 2.4542 -0.2101 -3.7314
H 1.8233 -1.3440 -5.7081
H -0.5265 -1.1525 -5.5442
H 0.3169 0.1591 -4.6962
H -1.5066 -1.7987 -3.4696
H -0.6254 -0.5254 -2.6492
Cl -3.9688 0.1321 -2.1772
Ge -2.9428 0.3700 -0.2067
Cl -4.0362 -0.9104 1.2003
Cl -3.7835 2.4078 0.3553
C 3.6094 2.3527 -2.7827
P 2.0375 2.1092 -1.8531
C 1.9232 3.6781 -0.9331
C 2.8439 3.8705 0.0990
C 2.7915 5.0077 0.8897
C 1.8019 5.9586 0.6750
C 0.8752 5.7699 -0.3393
C 0.9366 4.6389 -1.1446
C 0.7804 2.2935 -3.1711
C 1.0660 2.5815 -4.5065
C 0.0478 2.6337 -5.4535
C -1.2711 2.4101 -5.0770
C -1.5715 2.1296 -3.7487
C -0.5511 2.0626 -2.8106
H 4.4305 2.3156 -2.0655
H 3.6697 3.3047 -3.3131
H 3.7636 1.5365 -3.4929
H 3.5987 3.1174 0.3011
H 3.5120 5.1403 1.6871
H 1.7511 6.8391 1.3028
H 0.0962 6.5026 -0.5078
H 0.2071 4.5099 -1.9335
H 2.0833 2.7808 -4.8197
H 0.2863 2.8666 -6.4843
H -2.0638 2.4614 -5.8128
H -2.5933 1.9494 -3.4362
H -0.7929 1.8255 -1.7776
*
```

Properties
Electronic energy: -173551.9550 eV
LUMO (spin up / spin down): -0.88 / -1.24 eV
Kohn-Sham gap (spin up / spin down): 4.9 / 4.5 eV

Löwdin atomic charge list, values in e, 5 entries: 0.648 -0.073 -0.222 -0.233 -0.180